# 1
Below is C30H27BCl5F9IrNO4S3Si as an isolated structure in a non-equilibrium geometry, with properties calculated with wB97M-V/def2-TZVPD.

As for the charge: -2. As for the HOMO energy: -1.34 eV.

```
82
C30H27BCl5F9IrNO4S3Si, DFT wB97M-V/def2-TZVPD
Ir 1.764 0.226 -0.847
C -0.329 -6.455 -1.808
Si 0.740 -5.151 -0.959
C 2.520 -5.716 -1.089
C 0.194 -5.062 0.830
C 0.425 -3.521 -1.828
C -0.517 -3.394 -2.837
C -0.828 -2.151 -3.387
C -0.183 -1.040 -2.893
N 0.745 -1.138 -1.940
C 1.064 -2.339 -1.400
S 2.244 -2.178 -0.153
H -0.158 -7.425 -1.334
H -0.087 -6.557 -2.869
H -1.394 -6.227 -1.724
H 2.624 -6.730 -0.694
H 3.178 -5.051 -0.529
H 2.853 -5.717 -2.129
H 0.294 -6.036 1.316
H -0.851 -4.750 0.892
H 0.792 -4.333 1.376
H -1.042 -4.273 -3.196
H -1.566 -2.041 -4.170
H -0.384 -0.043 -3.264
F 5.507 2.813 0.863
C 4.392 2.645 1.574
F 3.471 3.489 1.139
F 4.687 2.991 2.855
C 3.880 1.165 1.456
O 3.341 0.956 0.262
C 2.943 0.898 2.685
F 2.132 1.931 2.928
F 3.639 0.676 3.826
F 2.180 -0.182 2.488
C 5.115 0.199 1.595
F 6.026 0.604 2.505
F 4.719 -1.035 1.968
F 5.752 0.066 0.436
Cl 3.435 0.303 -3.102
C 2.130 1.433 -3.345
C 1.298 1.627 -2.234
C 0.257 2.526 -2.445
Cl -0.858 2.876 -1.165
C 0.062 3.172 -3.669
Cl -1.264 4.267 -3.881
C 0.918 2.940 -4.736
Cl 0.680 3.731 -6.254
C 1.976 2.051 -4.568
Cl 3.084 1.752 -5.855
C 1.403 6.026 -0.914
O 2.134 4.925 -1.421
C 3.486 5.033 -1.616
S 4.258 6.489 -1.245
S 4.156 3.614 -2.207
H 0.362 5.702 -0.920
H 1.537 6.913 -1.537
H 1.719 6.274 0.101
C -6.121 0.152 1.423
C -5.285 0.024 2.704
C -5.306 -1.437 3.176
C -5.941 0.881 3.786
C -3.844 0.449 2.415
C -3.241 1.530 3.048
C -1.928 1.931 2.765
C -1.236 1.212 1.823
O 0.014 1.402 1.343
B 0.214 0.431 0.332
O -0.958 -0.388 0.276
C -1.828 0.129 1.178
C -3.112 -0.270 1.454
H -7.159 -0.137 1.612
H -5.730 -0.484 0.629
H -6.107 1.181 1.060
H -6.327 -1.745 3.420
H -4.685 -1.561 4.065
H -4.924 -2.110 2.408
H -6.968 0.544 3.945
H -5.974 1.933 3.499
H -5.409 0.802 4.737
H -3.790 2.097 3.788
H -1.474 2.779 3.261
H -3.536 -1.115 0.925
```

---

# 2
Below is C30H27BrN2O3PPd as an isolated structure in a non-equilibrium geometry, with properties calculated with wB97M-V/def2-TZVPD.

As for the charge: +3. As for the HOMO energy (alpha / beta): -18.00 / -18.00 eV.

```
65
C30H27BrN2O3PPd, DFT wB97M-V/def2-TZVPD
Pd 0.074 1.176 -0.642
Br -2.714 2.144 -0.858
C -1.975 2.659 0.780
C -2.622 3.297 1.812
C -1.881 3.539 2.971
C -0.561 3.115 3.072
C -0.005 2.482 1.983
N -0.700 2.289 0.867
C 1.332 1.850 1.888
O 2.147 1.873 2.752
O 1.513 1.202 0.721
H -3.657 3.598 1.720
H -2.349 4.052 3.802
H 0.034 3.264 3.964
C 0.714 3.330 -2.484
C 1.880 2.500 -2.981
C 3.015 2.417 -1.961
C 1.356 1.128 -3.397
C 2.398 0.256 -4.096
O 2.394 -0.982 -3.339
C 1.554 -0.900 -2.349
N 0.911 0.238 -2.244
C 1.412 -2.134 -1.571
C 2.101 -3.256 -2.034
C 1.981 -4.479 -1.392
C 1.189 -4.593 -0.262
C 0.501 -3.484 0.216
C 0.611 -2.259 -0.436
P -0.399 -0.992 0.328
C -2.079 -1.426 0.003
C -2.589 -1.162 -1.281
C -3.901 -1.475 -1.574
C -4.697 -2.080 -0.604
C -4.197 -2.340 0.668
C -2.889 -2.019 0.985
C -0.046 -0.938 2.035
C 1.247 -1.287 2.484
C 1.552 -1.178 3.824
C 0.605 -0.675 4.714
C -0.665 -0.298 4.274
C -0.988 -0.397 2.938
H 1.024 4.320 -2.154
H 0.255 2.821 -1.605
H -0.078 3.442 -3.224
H 2.268 2.971 -3.890
H 2.709 1.922 -1.041
H 3.349 3.419 -1.696
H 3.884 1.886 -2.351
H 0.486 1.277 -4.038
H 3.405 0.665 -4.064
H 2.152 0.022 -5.128
H 2.733 -3.169 -2.905
H 2.504 -5.342 -1.783
H 1.097 -5.539 0.253
H -0.118 -3.585 1.099
H -1.953 -0.725 -2.045
H -4.308 -1.253 -2.551
H -5.703 -2.388 -0.855
H -4.824 -2.814 1.411
H -2.499 -2.266 1.962
H 1.989 -1.652 1.788
H 2.523 -1.488 4.183
H 0.861 -0.567 5.760
H -1.396 0.067 4.984
H -1.966 -0.081 2.593
```

---

# 3
Below is C30H27BrN5O6Ru as an isolated structure, with properties calculated with wB97M-V/def2-TZVPD.

The multiplicity is 6. As for the HOMO energy (alpha / beta): -7.31 / -8.06 eV.

```
70
C30H27BrN5O6Ru, DFT wB97M-V/def2-TZVPD
Ru -0.186 0.279 -0.461
C 1.331 -2.581 -3.437
C 1.014 -2.056 -2.064
O -0.119 -1.598 -1.842
C 2.085 -2.175 -1.091
C 2.090 -1.831 0.236
C 3.227 -2.238 1.123
N 1.048 -1.131 0.763
N 1.017 -1.063 2.084
C -0.170 -0.515 2.490
O -1.142 -0.297 1.749
C -0.267 -0.168 3.940
C 0.815 -0.293 4.806
C 0.696 0.113 6.128
C -0.502 0.636 6.593
C -1.589 0.751 5.734
C -1.470 0.352 4.412
H 0.467 -2.494 -4.089
H 1.635 -3.629 -3.376
H 2.168 -2.020 -3.858
H 2.971 -2.677 -1.457
H 3.997 -2.740 0.542
H 2.869 -2.904 1.908
H 3.653 -1.368 1.623
H 1.743 -0.702 4.431
H 1.541 0.017 6.799
H -0.594 0.946 7.627
H -2.530 1.140 6.104
H -2.299 0.433 3.720
O -5.698 4.375 -1.899
C -5.185 3.432 -2.825
C -4.199 2.542 -2.125
C -3.918 1.277 -2.618
C -2.950 0.515 -1.993
N -2.276 0.946 -0.927
C -2.547 2.164 -0.445
C -3.507 2.984 -1.008
C -1.733 2.625 0.720
C -2.291 3.395 1.728
C -1.501 3.770 2.809
C -2.077 4.559 3.959
O -3.420 4.214 4.245
C -0.172 3.379 2.814
C 0.305 2.611 1.767
N -0.458 2.227 0.749
H -6.251 5.003 -2.371
H -4.664 3.936 -3.647
H -5.982 2.821 -3.259
H -4.435 0.885 -3.484
H -2.690 -0.476 -2.346
H -3.695 3.969 -0.606
H -3.339 3.661 1.700
H -2.089 5.621 3.708
H -1.436 4.436 4.836
H -3.445 3.280 4.480
H 0.480 3.629 3.641
H 1.329 2.256 1.752
Br -0.635 -1.226 -7.030
C 0.153 0.276 -6.190
C 0.754 1.260 -6.958
N 1.322 2.332 -6.413
C 1.295 2.447 -5.086
C 0.721 1.505 -4.244
C 0.135 0.386 -4.815
C 0.665 1.664 -2.747
O -0.171 2.456 -2.294
O 1.399 0.879 -2.059
H 0.777 1.179 -8.038
H 1.755 3.336 -4.670
H -0.321 -0.375 -4.192
```

---

# 4
Below is C30H27Cl2N6O3PtS as an isolated structure, with properties calculated with wB97M-V/def2-TZVPD.

The multiplicity is 5. As for the charge: -1. As for the HOMO energy (alpha / beta): -2.21 / -5.59 eV.

```
70
C30H27Cl2N6O3PtS, DFT wB97M-V/def2-TZVPD
Pt 0.665 -0.058 -0.013
Cl 1.842 -4.157 -5.408
C 1.987 -3.310 -3.904
C 0.989 -2.446 -3.538
C 1.071 -1.757 -2.313
N 0.148 -0.896 -1.832
C -0.750 -0.332 -2.743
O -1.690 -0.928 -3.214
C -0.458 1.080 -3.207
C -1.381 1.702 -4.042
C -1.072 2.958 -4.535
C 0.142 3.531 -4.189
C 0.999 2.820 -3.361
N 0.709 1.619 -2.878
C 2.237 -1.923 -1.485
C 3.234 -2.861 -1.883
C 3.106 -3.530 -3.062
Cl 4.336 -4.661 -3.529
N 2.303 -1.186 -0.382
C 3.447 -1.390 0.503
O 4.583 -1.138 0.039
C 3.146 -1.859 1.806
C 4.210 -2.037 2.738
C 3.928 -2.491 3.995
C 2.596 -2.768 4.349
C 1.623 -2.562 3.380
N 1.852 -2.131 2.149
H 0.122 -2.332 -4.172
H -2.305 1.197 -4.281
H -1.764 3.478 -5.185
H 0.427 4.509 -4.554
H 1.957 3.234 -3.066
H 4.103 -2.998 -1.257
H 5.216 -1.799 2.419
H 4.727 -2.635 4.714
H 2.326 -3.122 5.334
H 0.581 -2.759 3.620
O 3.323 2.416 2.365
S 2.830 1.508 1.333
N 1.447 0.973 1.550
C -0.816 3.619 -0.025
C -1.578 3.489 1.286
C -0.616 3.540 2.480
C -2.504 2.296 1.426
C -3.720 2.523 2.045
C -4.606 1.493 2.327
C -4.270 0.187 1.995
C -3.080 -0.129 1.371
C -2.799 -1.581 1.048
C -2.692 -1.834 -0.458
C -1.607 -2.139 1.828
C -2.170 0.941 1.055
N -1.054 0.688 0.403
H -0.339 4.602 -0.061
H -1.476 3.529 -0.891
H -0.033 2.871 -0.111
H -2.241 4.358 1.355
H 0.098 2.715 2.440
H -1.161 3.482 3.423
H -0.053 4.476 2.464
H -3.973 3.540 2.322
H -5.549 1.705 2.814
H -4.955 -0.619 2.232
H -3.685 -2.118 1.402
H -1.936 -1.201 -0.918
H -3.644 -1.638 -0.956
H -2.406 -2.869 -0.652
H -0.670 -1.621 1.619
H -1.460 -3.190 1.572
H -1.794 -2.073 2.902
```

---

# 5
Below is C30H27ClIN5O2STa as an isolated structure in a non-equilibrium geometry, with properties calculated with wB97M-V/def2-TZVPD.

As for the charge: +3. As for the HOMO energy: -16.18 eV.

```
68
C30H27ClIN5O2STa, DFT wB97M-V/def2-TZVPD
Ta -0.150 -0.527 0.529
N -0.714 1.345 2.376
C 0.469 1.695 3.142
C 0.451 2.719 4.062
C 1.577 3.005 4.847
C 2.709 2.244 4.743
C 2.775 1.196 3.799
C 3.909 0.373 3.653
C 3.913 -0.620 2.704
C 2.800 -0.764 1.876
N 1.721 -0.005 1.981
C 1.653 0.940 2.952
H -1.391 0.899 3.002
H -1.163 2.203 2.043
H -0.444 3.307 4.201
H 1.529 3.823 5.548
H 3.566 2.428 5.376
H 4.760 0.530 4.297
H 4.755 -1.281 2.581
H 2.797 -1.532 1.110
C 1.978 1.863 -5.168
C 2.146 2.596 -3.841
N 2.344 1.675 -2.717
C 3.676 1.631 -2.143
C 4.695 0.933 -3.035
C 1.350 0.952 -2.271
S 1.739 -0.430 -1.168
N 0.118 1.122 -2.707
C -0.978 0.822 -2.062
O -0.886 0.504 -0.780
C -2.246 0.812 -2.733
C -3.427 0.548 -2.015
C -4.624 0.439 -2.688
C -4.664 0.572 -4.076
C -3.508 0.870 -4.790
C -2.309 1.009 -4.124
H 1.731 2.587 -5.938
H 1.176 1.135 -5.111
H 2.886 1.357 -5.475
H 1.261 3.207 -3.650
H 3.019 3.245 -3.890
H 3.626 1.128 -1.173
H 3.992 2.666 -1.974
H 4.425 -0.110 -3.185
H 5.668 0.975 -2.553
H 4.782 1.428 -3.998
H -3.383 0.442 -0.938
H -5.539 0.262 -2.143
H -5.604 0.448 -4.591
H -3.545 0.997 -5.862
H -1.408 1.266 -4.656
Cl -3.878 -5.535 4.271
C -2.769 -4.470 3.548
C -1.565 -4.187 4.173
C -0.655 -3.303 3.599
I 1.128 -2.781 4.566
C -0.935 -2.671 2.395
O -0.142 -1.815 1.787
C -2.176 -2.923 1.743
N -2.402 -2.248 0.593
C -3.499 -2.529 -0.089
C -4.454 -3.443 0.365
C -4.268 -4.090 1.567
C -3.092 -3.852 2.298
H -1.330 -4.645 5.120
H -3.635 -2.015 -1.029
H -5.335 -3.638 -0.223
H -5.005 -4.784 1.948
```

---

# 6
Below is C30H27F3FeN5O4S as an isolated structure, with properties calculated with wB97M-V/def2-TZVPD.

The multiplicity is 5. As for the charge: -1. As for the HOMO energy (alpha / beta): -4.83 / -4.80 eV.

```
71
C30H27F3FeN5O4S, DFT wB97M-V/def2-TZVPD
Fe 1.209 0.895 -0.080
N 0.794 4.603 2.748
C 1.063 3.361 2.211
S 2.201 3.282 0.938
N 0.434 2.370 2.784
N 0.502 1.177 2.182
C 0.387 0.124 2.913
C 0.250 0.156 4.391
C -0.765 0.889 5.002
C -0.889 0.904 6.382
C 0.002 0.190 7.172
C 1.024 -0.532 6.572
C 1.144 -0.553 5.192
C 0.448 -1.164 2.216
C 0.054 -2.362 2.815
C 0.187 -3.542 2.108
C 0.700 -3.503 0.821
C 1.033 -2.269 0.292
N 0.899 -1.136 0.961
H 1.521 5.278 2.586
H 0.420 4.586 3.685
H -1.453 1.450 4.385
H -1.685 1.473 6.846
H -0.096 0.205 8.250
H 1.727 -1.084 7.184
H 1.950 -1.105 4.722
H -0.348 -2.356 3.818
H -0.096 -4.486 2.556
H 0.852 -4.406 0.247
H 1.437 -2.179 -0.707
C -2.747 4.287 -0.300
C -1.505 4.758 -0.694
C -0.453 3.861 -0.798
N -0.583 2.562 -0.537
C -1.780 2.113 -0.161
C -2.888 2.935 -0.032
H -3.590 4.960 -0.207
H -1.349 5.808 -0.903
H 0.534 4.190 -1.092
H -1.843 1.046 0.021
H -3.839 2.523 0.278
F 6.219 -1.451 -0.012
C 5.117 -1.062 -0.692
F 5.496 -0.058 -1.498
F 4.773 -2.100 -1.494
C 3.926 -0.701 0.273
O 3.747 -1.509 1.177
O 3.331 0.356 -0.045
C -2.992 -2.895 -6.344
C -2.123 -2.201 -5.327
C -1.038 -2.839 -4.752
C -0.260 -2.229 -3.768
C 0.916 -2.975 -3.193
C -0.599 -0.949 -3.339
C -1.654 -0.260 -3.955
C -1.959 1.161 -3.558
C -2.398 -0.894 -4.937
C 0.089 -0.293 -2.160
O 1.275 0.098 -2.248
O -0.606 -0.124 -1.124
H -2.590 -3.875 -6.600
H -3.076 -2.308 -7.260
H -4.001 -3.034 -5.950
H -0.780 -3.846 -5.068
H 1.289 -3.703 -3.913
H 0.618 -3.525 -2.297
H 1.722 -2.291 -2.931
H -1.069 1.782 -3.675
H -2.244 1.205 -2.507
H -2.765 1.572 -4.166
H -3.223 -0.361 -5.402
```

---

The records above give, respectively, relative energy (zero: lowest compared OMol25 entry of this formula, charge and spin) values of 30.6 0.0 18.1 19.7 66.1 9.6 kcal per mole.